1.
Here is C41H35GeO3PRu as an isolated structure from the Open Molecules 2025 dataset. Energies are from ωB97M-V/def2-TZVPD.

```
82
Properties=species:S:1:pos:R:3:forces:R:3
Ru -0.643 0.796 -1.717 0.016 -0.542 -0.107
O -0.807 1.565 -4.129 0.069 -0.048 0.180
C -1.946 1.200 -3.751 -0.010 -0.025 -0.047
O -2.565 1.683 -2.760 -0.061 0.285 -0.161
C -2.380 -0.188 -4.229 0.041 0.024 0.032
P -1.396 -1.097 -2.931 -0.238 0.263 0.168
C -2.613 -2.036 -1.956 0.052 -0.109 0.014
C -2.321 -3.307 -1.467 -0.036 0.004 -0.002
C -3.230 -3.970 -0.653 -0.008 -0.003 0.009
C -4.435 -3.368 -0.320 0.003 -0.018 -0.074
C -4.715 -2.087 -0.779 -0.009 -0.020 -0.068
C -3.808 -1.419 -1.587 -0.025 0.002 0.028
C -0.466 -2.360 -3.847 0.108 -0.002 0.024
C -1.090 -3.462 -4.431 0.000 -0.010 -0.024
C -0.351 -4.369 -5.173 -0.006 0.005 0.001
C 1.016 -4.180 -5.343 -0.005 0.002 0.002
C 1.640 -3.080 -4.776 -0.010 0.011 -0.001
C 0.900 -2.172 -4.030 -0.021 -0.045 -0.029
H -2.002 -0.415 -5.222 0.010 -0.008 -0.002
H -3.448 -0.377 -4.151 -0.004 -0.002 0.042
H -1.385 -3.786 -1.726 -0.013 0.004 0.014
H -2.997 -4.961 -0.284 0.000 0.000 0.000
H -5.149 -3.893 0.301 -0.003 -0.003 -0.008
H -5.641 -1.600 -0.500 -0.001 0.003 0.005
H -4.010 -0.402 -1.902 0.009 0.014 -0.036
H -2.155 -3.613 -4.300 0.008 0.001 -0.011
H -0.840 -5.223 -5.622 -0.002 -0.001 0.000
H 1.591 -4.890 -5.924 0.001 -0.002 0.001
H 2.702 -2.925 -4.917 -0.003 0.001 0.002
H 1.372 -1.298 -3.600 0.023 0.035 0.058
C 2.792 -0.062 -0.940 -0.008 -0.047 0.043
C 2.443 1.389 -0.838 -0.055 0.067 -0.135
O 1.367 1.829 -1.218 -0.088 0.236 -0.029
C 3.425 2.341 -0.255 -0.001 0.096 0.099
C 2.984 3.618 0.092 0.017 -0.042 0.032
C 3.854 4.516 0.685 -0.007 0.007 -0.009
C 5.174 4.152 0.919 0.000 -0.012 -0.021
C 5.622 2.887 0.564 0.035 0.015 0.025
C 4.748 1.979 -0.013 -0.026 -0.053 0.025
H 1.913 -0.611 -1.268 -0.027 -0.025 -0.038
H 3.122 -0.438 0.030 0.015 -0.018 0.007
H 3.612 -0.196 -1.650 -0.018 0.011 -0.005
H 1.951 3.883 -0.092 -0.014 0.001 0.002
H 3.503 5.500 0.967 -0.001 -0.005 -0.003
H 5.856 4.856 1.379 0.000 -0.005 0.002
H 6.651 2.605 0.743 -0.007 -0.001 -0.003
H 5.098 0.988 -0.269 -0.001 0.003 -0.002
C -0.847 0.396 -0.138 0.297 -0.122 -0.117
Ge -0.587 0.690 1.763 -0.024 -0.029 0.073
C -2.076 -0.163 2.675 0.006 0.014 -0.020
C -2.390 0.163 3.993 0.005 0.003 0.020
C -3.427 -0.480 4.652 -0.015 -0.005 0.002
C -4.163 -1.458 3.998 0.032 0.012 -0.025
C -3.863 -1.786 2.683 -0.009 0.020 0.070
C -2.826 -1.141 2.024 0.005 -0.003 -0.011
C 1.088 -0.219 2.204 -0.075 -0.007 0.022
C 1.143 -1.610 2.099 -0.001 0.019 -0.012
C 2.317 -2.296 2.372 0.022 0.025 0.014
C 3.452 -1.596 2.768 -0.017 -0.016 -0.010
C 3.407 -0.216 2.886 0.006 0.006 -0.045
C 2.231 0.469 2.600 0.025 -0.012 -0.012
C -0.405 2.605 2.067 -0.025 -0.060 0.013
C 0.101 3.078 3.279 0.011 0.038 0.009
C 0.267 4.439 3.494 -0.015 0.013 -0.018
C -0.076 5.344 2.497 -0.008 -0.029 0.008
C -0.590 4.885 1.292 0.010 -0.016 0.010
C -0.753 3.522 1.078 0.023 0.003 -0.008
H -1.829 0.932 4.514 0.001 -0.005 -0.006
H -3.663 -0.215 5.675 -0.002 0.001 0.001
H -4.974 -1.959 4.511 -0.002 -0.004 0.003
H -4.439 -2.541 2.164 0.023 0.033 0.050
H -2.614 -1.396 0.989 0.009 0.007 0.037
H 0.260 -2.165 1.798 0.001 -0.001 -0.009
H 2.347 -3.374 2.283 0.001 0.001 -0.003
H 4.368 -2.131 2.987 -0.002 0.001 -0.001
H 4.288 0.334 3.194 0.010 0.003 0.003
H 2.214 1.549 2.684 0.021 0.045 -0.023
H 0.384 2.383 4.063 -0.012 0.004 0.003
H 0.665 4.793 4.437 0.000 0.001 -0.003
H 0.052 6.406 2.663 0.003 0.001 -0.002
H -0.862 5.585 0.513 -0.005 0.005 0.000
H -1.143 3.171 0.128 -0.001 0.013 -0.011
```
Positions in Å, forces in eV/Å.

Output
HOMO energy = -0.2469 Ha
2S+1 = 1
HOMO-LUMO gap = 6.62 eV
relative energy (zero: lowest compared OMol25 entry of this formula, charge and spin) = 41.4 kJ/mol

---

2.
Here is a 2-piece molecular cluster, Cl2F2 overall from the Open Molecules 2025 dataset. Energies are from ωB97M-V/def2-TZVPD.

```
4
Properties=species:S:1:pos:R:3:forces:R:3
F 2.322 0.825 0.305 -0.122 0.174 0.072
Cl 3.178 -0.438 -0.231 0.114 -0.173 -0.073
F -3.176 -0.811 0.237 -0.478 -0.690 0.305
Cl -2.324 0.424 -0.312 0.485 0.690 -0.304
```
Positions in Å, forces in eV/Å.

Output
HOMO energy = -0.4310 Ha
SMILES string = FCl.FCl
2S+1 = 1
HOMO-LUMO gap = 10.91 eV
relative energy (zero: lowest compared OMol25 entry of this formula, charge and spin) = 2.9 kJ/mol

---

3.
Here is a 10-piece molecular cluster, C5H30N2O10 overall from the Open Molecules 2025 dataset. Energies are from ωB97M-V/def2-TZVPD.

```
47
Properties=species:S:1:pos:R:3:forces:R:3
C 0.607 -1.973 1.930 0.965 -1.844 0.963
N 0.144 -1.523 0.635 0.449 0.118 2.000
C -0.775 -0.578 0.433 -1.633 -0.497 -0.682
O -1.017 -0.188 -0.700 0.283 0.069 -0.803
C -1.637 0.008 1.567 0.464 -0.723 -2.510
C -2.781 0.797 0.973 -0.512 -2.725 -2.168
N -0.658 0.816 2.214 -1.176 3.495 2.802
C -1.180 1.034 3.717 1.764 3.843 -3.644
H 0.372 -1.248 2.684 0.240 0.847 0.102
H 1.833 -2.099 1.911 -3.370 -0.164 0.160
H -0.047 -2.864 2.353 1.894 1.019 -1.243
H 0.563 -1.970 -0.137 0.278 -0.057 -1.092
H -2.105 -0.791 2.104 0.570 -0.588 1.045
H -2.565 1.767 1.130 0.153 3.547 0.607
H -3.726 0.506 1.366 -0.782 0.024 0.548
H -2.848 0.673 -0.141 0.100 -0.004 1.144
H -0.703 1.795 1.682 0.269 -2.437 1.720
H -0.430 1.715 4.133 -0.315 -0.056 0.231
H -2.174 1.473 3.854 0.063 -0.215 -0.445
H -1.075 0.139 4.150 0.122 -3.418 1.705
O -0.651 4.334 0.296 -1.258 -0.533 -2.192
H -1.431 4.384 -0.333 1.015 0.316 1.472
H -0.080 3.745 -0.253 0.068 0.218 1.011
O -2.401 -3.185 0.859 -1.071 -0.055 -0.438
H -2.478 -3.573 -0.013 1.270 -0.482 -0.756
H -3.356 -3.050 0.876 -0.279 0.536 1.190
O 0.866 2.160 -0.499 -0.138 7.580 -5.641
H 1.738 2.235 -0.899 -0.061 0.071 -0.237
H 0.931 1.485 0.002 0.381 -7.646 5.651
O -2.070 2.381 -2.678 1.505 3.577 0.670
H -1.464 3.010 -2.104 -1.787 -2.492 -1.705
H -2.064 1.532 -2.284 0.418 -1.225 1.082
O 3.405 0.290 3.281 -0.943 -0.510 -0.090
H 3.343 1.125 3.774 -0.372 -0.569 -0.290
H 2.506 -0.131 3.213 1.236 1.085 0.323
O 1.688 0.138 -2.887 0.364 -2.678 -1.308
H 1.526 0.679 -3.650 -0.161 1.057 -0.326
H 1.701 -0.765 -3.396 0.107 1.695 1.717
O 4.809 -0.652 -0.901 0.229 -0.604 3.248
H 4.295 -0.648 -1.671 -1.400 0.058 -1.807
H 4.203 -0.948 -0.160 1.109 0.630 -1.460
O 1.450 -2.670 -3.641 3.361 -0.309 -4.348
H 0.605 -2.375 -3.571 -4.573 1.453 0.234
H 1.666 -2.887 -2.801 1.361 -1.272 4.076
O -0.867 -1.558 -2.889 -0.688 -0.489 -2.313
H -0.966 -1.244 -2.007 0.154 0.826 1.670
H -1.272 -0.841 -3.407 0.324 -0.470 0.125
```
Positions in Å, forces in eV/Å.

Output
HOMO energy = -0.3570 Ha
SMILES string = CNC(=O)[C@H](C)NC.O.O.O.O.O.O.O.O.O
2S+1 = 1
HOMO-LUMO gap = 9.79 eV
relative energy (zero: lowest compared OMol25 entry of this formula, charge and spin) = 486.9 kJ/mol

---

4.
Here is a 4-piece molecular cluster, C28H49N4O9 overall from the Open Molecules 2025 dataset. Energies are from ωB97M-V/def2-TZVPD.

```
90
Properties=species:S:1:pos:R:3:forces:R:3
C 0.289 -2.321 4.588 0.356 -0.475 -0.169
C 1.023 -1.348 3.632 -0.207 -0.297 0.490
C 0.105 -0.342 2.909 0.921 -0.316 0.228
C -0.970 -1.100 2.121 -0.110 0.383 1.024
N -1.503 -0.358 0.956 0.308 -0.786 -0.370
C -0.517 -0.039 -0.017 0.018 0.869 0.116
C 0.112 -0.950 -0.849 -0.500 -1.528 0.561
C -0.186 -2.420 -0.887 -0.178 -0.217 -0.967
C -1.062 -2.786 -2.145 0.164 -0.057 1.050
C -2.553 -2.795 -1.778 0.223 -0.080 -0.858
C -2.922 -3.979 -0.906 0.029 -1.166 1.037
O -2.110 -4.705 -0.383 -0.266 0.813 -0.566
O -4.264 -4.264 -0.731 0.594 0.653 -0.275
C -4.821 -3.632 0.434 -0.726 0.794 -0.098
C -5.192 -2.163 0.137 0.823 0.043 0.360
N 1.056 -0.534 -1.693 0.258 0.039 -0.253
C 1.437 0.736 -1.796 0.920 0.168 -0.906
C 0.834 1.684 -1.040 -0.112 0.568 0.461
O 1.228 2.980 -1.162 -1.082 -0.174 -0.547
N 2.463 3.198 -0.348 1.215 -0.010 -0.222
O 3.331 3.377 -1.074 -0.331 0.351 0.799
C -0.148 1.295 -0.141 -0.405 0.726 0.432
C -0.793 2.404 0.690 -0.294 0.576 0.697
O -0.293 2.838 1.692 -0.115 -0.645 -0.883
O -1.933 2.912 0.152 0.567 -0.602 -0.082
C -3.148 2.285 0.652 -0.593 0.445 0.775
C -4.262 3.328 0.770 -0.378 0.156 0.029
C -5.670 2.761 0.468 -0.181 -0.163 -0.125
N -5.803 1.315 0.713 0.492 0.161 -0.010
H 0.302 -2.012 5.636 -0.086 0.226 -0.189
H -0.746 -2.541 4.309 0.105 0.149 -0.019
H 0.817 -3.280 4.551 -0.154 0.089 0.159
H 1.787 -0.839 4.229 -0.123 0.179 -0.254
H 1.580 -1.952 2.905 -0.183 0.182 -0.102
H -0.291 0.345 3.662 -0.302 -0.005 -0.318
H 0.765 0.252 2.262 -0.307 -0.004 -0.043
H -0.582 -2.103 1.897 -0.019 0.183 -0.326
H -1.816 -1.252 2.799 -0.009 -0.038 -0.269
H -2.185 -0.956 0.498 -0.207 0.128 0.216
H -0.728 -2.790 -0.022 0.323 0.200 0.143
H 0.764 -2.963 -0.972 -0.148 0.005 0.163
H -0.755 -3.792 -2.440 -0.019 0.213 -0.229
H -0.858 -2.065 -2.941 -0.142 -0.261 -0.119
H -2.829 -1.842 -1.313 -0.250 -0.217 0.039
H -3.144 -2.873 -2.699 -0.091 0.074 0.216
H -5.751 -4.142 0.687 0.319 -0.399 -0.182
H -4.126 -3.719 1.276 -0.115 -0.075 -0.094
H -4.359 -1.496 0.398 -0.163 0.021 -0.059
H -6.037 -1.825 0.740 -0.005 -0.133 -0.148
H -5.387 -2.024 -0.929 -0.269 -0.119 0.151
H 1.533 -1.212 -2.281 -0.134 -0.148 0.107
H 2.231 0.985 -2.492 -0.108 -0.126 0.011
H -3.443 1.434 0.037 0.185 0.179 -0.095
H -2.939 1.936 1.667 0.027 -0.296 -0.271
H -4.280 3.742 1.783 0.255 -0.094 -0.098
H -4.085 4.182 0.107 0.132 -0.211 0.002
H -5.915 2.974 -0.579 0.010 -0.094 0.131
H -6.424 3.270 1.076 0.238 0.248 -0.185
H -6.128 0.830 -0.108 -0.217 -0.069 0.150
H -6.396 1.122 1.505 -0.106 -0.114 -0.143
C 6.273 3.299 -1.924 0.051 -0.144 -0.107
C 7.094 2.184 -2.521 0.032 -0.105 -0.079
O 6.564 1.245 -3.071 -0.069 0.017 0.063
C 8.593 2.288 -2.403 -0.032 -0.261 -0.154
H 5.226 3.088 -2.087 0.038 -0.038 -0.132
H 6.459 3.368 -0.851 0.102 0.168 -0.029
H 6.520 4.247 -2.404 0.101 0.051 0.162
H 8.884 2.314 -1.352 0.033 0.187 -0.016
H 8.945 3.190 -2.906 0.026 0.080 0.168
H 9.053 1.422 -2.874 -0.025 0.010 0.002
C 2.404 5.841 1.725 0.251 -0.002 -0.072
C 2.411 7.028 2.660 0.051 0.111 0.047
O 3.406 7.690 2.823 0.029 -0.027 -0.023
C 1.122 7.345 3.378 0.142 0.175 0.094
H 3.392 5.730 1.279 0.010 0.052 0.037
H 2.163 4.931 2.278 -0.198 0.004 -0.084
H 1.673 5.998 0.929 -0.132 -0.117 0.101
H 0.824 6.500 4.001 -0.131 -0.041 -0.126
H 0.336 7.565 2.654 -0.073 -0.164 0.035
H 1.269 8.216 4.013 0.025 -0.011 -0.020
C 0.463 -6.239 -4.259 -0.023 0.318 0.067
C 1.437 -6.067 -3.121 0.036 -0.025 0.032
O 1.687 -4.972 -2.662 -0.111 0.180 0.039
C 2.086 -7.311 -2.577 0.139 0.226 0.185
H 0.072 -5.266 -4.553 0.022 -0.013 -0.010
H 0.967 -6.688 -5.116 -0.087 -0.157 0.035
H -0.367 -6.874 -3.946 0.081 -0.148 -0.097
H 2.659 -7.806 -3.363 -0.138 -0.128 -0.016
H 1.324 -7.991 -2.193 0.017 -0.103 -0.157
H 2.760 -7.043 -1.766 -0.013 0.007 -0.017
```
Positions in Å, forces in eV/Å.

Output
HOMO energy = -0.4084 Ha
total charge = +1
2S+1 = 1
HOMO-LUMO gap = 7.09 eV

---

5.
Here is a 2-piece molecular cluster, C4H12 overall from the Open Molecules 2025 dataset. Energies are from ωB97M-V/def2-TZVPD.

```
16
Properties=species:S:1:pos:R:3:forces:R:3
C 0.666 0.682 -0.974 1.040 8.900 -2.034
C 2.148 0.998 -1.462 -0.825 -0.577 1.670
H 0.413 -0.165 -0.577 -0.544 -4.974 2.464
H 0.441 1.586 -0.223 0.278 -2.272 -1.194
H -0.107 0.884 -1.753 0.750 -0.136 0.164
H 2.324 0.812 -2.485 0.127 -0.958 -1.204
H 2.832 0.429 -0.813 -0.005 0.085 -0.511
H 2.475 2.040 -1.391 -0.635 0.074 0.507
C -1.653 -0.224 1.519 0.248 3.627 -1.680
C -1.226 -1.537 0.873 4.214 2.012 -1.117
H -0.913 0.780 1.412 -1.801 -2.756 -0.904
H -2.692 0.061 1.119 1.534 -0.082 0.969
H -1.580 -0.121 2.593 -0.708 -1.229 0.501
H -1.588 -2.335 1.359 -2.923 -3.047 0.952
H -0.230 -1.795 1.265 0.653 0.739 -0.120
H -0.989 -1.687 -0.240 -1.403 0.593 1.536
```
Positions in Å, forces in eV/Å.

Output
HOMO energy = -0.3986 Ha
SMILES string = CC.CC
2S+1 = 1
HOMO-LUMO gap = 11.96 eV
relative energy (zero: lowest compared OMol25 entry of this formula, charge and spin) = 215.4 kJ/mol

---

6.
Here is a 2-piece molecular cluster, C3H2ClF2N overall from the Open Molecules 2025 dataset. Energies are from ωB97M-V/def2-TZVPD.

```
9
Properties=species:S:1:pos:R:3:forces:R:3
N -0.582 -2.373 0.682 0.437 0.013 -0.136
C -0.999 -1.344 0.385 0.218 -1.462 0.455
C -1.771 -0.209 0.160 0.098 2.574 0.840
Cl -3.372 -0.450 -0.385 -0.251 -0.028 -0.304
C -1.366 1.002 0.597 -4.279 -0.438 -1.920
F -2.208 2.070 0.515 0.175 -0.926 -0.191
H -0.539 1.367 1.029 3.425 0.223 1.356
F 0.892 -0.242 -1.226 -1.418 0.690 -1.242
H 1.580 -0.473 -0.704 1.595 -0.646 1.142
```
Positions in Å, forces in eV/Å.

Output
HOMO energy = -0.3726 Ha
SMILES string = N#C/C(Cl)=C/F.F
2S+1 = 1
HOMO-LUMO gap = 10.31 eV
relative energy (zero: lowest compared OMol25 entry of this formula, charge and spin) = 15.1 kJ/mol